1.
{"formula": "BaO16P4Pb5", "method": "wB97M-V/def2-TZVPD", "energy_ev": -96842.466, "largest_force_ev_per_a": 7.059, "e_lumo_ha": -0.1740, "relative_energy_ev": 7.810, "charge": 0, "orbital_gap_ev": 2.0, "symbols": ["Pb", "Pb", "Pb", "Pb", "Pb", "Ba", "P", "O", "O", "O", "O", "P", "O", "O", "O", "O", "P", "O", "O", "O", "O", "P", "O", "O", "O", "O"], "xyz": [[-1.2589, -1.7096, -2.6896], [3.0459, 2.5328, -1.5348], [1.2887, 1.1926, 4.2822], [-1.3740, -1.2044, 1.8988], [1.6218, -3.7574, -0.1982], [-0.9099, 2.4855, 0.3318], [0.1430, 1.0188, -2.6534], [-1.0847, 1.1159, -1.8803], [-2.3524, 0.7156, 1.5632], [1.0273, 2.3139, -2.3245], [0.4088, 0.5609, -4.0162], [-2.0855, -3.7013, -0.4623], [0.4606, -2.3992, -4.0479], [-2.3543, -2.1250, 0.2442], [-0.3991, -3.8511, 0.0094], [-2.7743, -3.2208, -1.8832], [-1.2574, 3.3466, 3.8985], [0.9550, -1.1592, 4.4589], [-0.8896, 1.6975, 3.9721], [-1.9401, 3.5196, 2.6462], [1.9216, 4.6560, -0.2329], [1.5795, -0.4738, -0.1951], [2.3822, 0.7302, 0.3226], [2.5117, -1.7235, -0.5321], [1.0575, -0.0921, -1.7103], [0.2764, -0.4685, 0.7328]], "forces_ev_per_a": [[1.5270, -0.8122, -1.4347], [-1.7951, 0.9803, 1.4048], [-0.8903, -3.6404, 0.2002], [-1.2025, 2.1701, 1.2405], [2.0092, -0.3849, -0.2342], [-0.0695, -0.6368, 0.3716], [6.8801, 1.5755, 0.1325], [-3.8002, -0.5002, 0.7343], [1.4162, -1.3839, -0.2305], [-0.5978, -0.1831, 0.3822], [-1.6675, -0.3580, -0.3540], [-1.3343, 3.1718, 1.8306], [-2.3133, 0.3065, 2.0683], [0.9725, -3.1121, -1.7211], [-3.1651, 0.8354, -1.7940], [3.1407, -0.4993, 0.8068], [1.6068, -4.6620, 2.5041], [-0.1762, 3.3109, -1.1098], [0.5668, 3.7412, 0.3788], [-1.2884, 1.3616, -2.8321], [0.4104, -2.2789, -0.7465], [-0.0557, 2.6076, -1.0832], [0.0044, -0.2206, -1.0324], [-2.7356, 0.9724, 1.5747], [-0.1136, -1.3460, 1.0791], [2.6712, -1.0148, -2.1359]]}


2.
{"formula": "C6H13NO", "method": "wB97M-V/def2-TZVPD", "energy_ev": -9965.660, "largest_force_ev_per_a": 4.086, "e_lumo_ha": 0.0313, "relative_energy_ev": 5.514, "charge": 0, "orbital_gap_ev": 8.1, "symbols": ["C", "C", "C", "C", "C", "C", "N", "O", "H", "H", "H", "H", "H", "H", "H", "H", "H", "H", "H", "H", "H"], "xyz": [[2.8095, 0.4337, -0.0658], [1.6386, -0.1394, -0.4377], [0.2283, 0.6951, -0.9994], [-0.7721, 0.1326, 0.0120], [-1.3088, 1.1419, 1.0311], [-1.9325, -0.5756, -0.6891], [0.1210, -0.8213, 0.7823], [0.0919, -2.2323, 0.4837], [2.8714, 1.4854, 0.1920], [3.7609, -0.0343, -0.2880], [1.7243, -1.1129, -0.9090], [0.0721, 0.3477, -2.0215], [0.3371, 1.7798, -0.9414], [-0.5033, 1.6327, 1.5861], [-1.8743, 1.9272, 0.5218], [-1.9694, 0.6538, 1.7569], [-1.5835, -1.2718, -1.4564], [-2.5597, -1.1189, 0.0230], [-2.5533, 0.1641, -1.2039], [0.6560, -0.4305, 1.5543], [0.7458, -2.6570, 1.0687]], "forces_ev_per_a": [[-0.8263, 0.3813, -0.5372], [-0.2930, 2.6798, -3.0706], [2.8494, -1.3094, 1.6162], [0.3210, -1.3417, 0.4958], [0.0608, 0.0536, -0.0873], [0.0249, -0.2160, 0.1454], [-1.2872, -0.1539, 0.2886], [-0.1147, 0.8162, 0.6559], [-0.1046, 0.0174, 0.0674], [-0.1010, -0.4207, 0.5577], [-0.3242, -0.1192, 0.1850], [-0.0702, 0.2371, 0.0549], [0.1317, -0.1012, -0.1576], [0.0328, -0.0652, -0.0880], [0.0457, -0.0663, -0.0134], [0.1344, 0.0215, -0.1896], [0.0646, -0.0062, 0.2136], [0.0628, 0.0429, -0.0867], [0.1059, 0.0471, 0.1426], [-0.4582, -0.9937, 0.0353], [-0.2546, 0.4966, -0.2280]]}


3.
{"formula": "C2H4N4O2S2", "method": "wB97M-V/def2-TZVPD", "energy_ev": -33862.371, "largest_force_ev_per_a": 4.049, "e_lumo_ha": 0.0123, "relative_energy_ev": 1.462, "charge": 0, "orbital_gap_ev": 9.6, "symbols": ["N", "C", "S", "N", "N", "C", "S", "N", "O", "O", "H", "H", "H", "H"], "xyz": [[-0.8606, -1.9664, -0.3606], [-1.3471, -0.7192, -0.0665], [-2.9670, -0.2440, 0.0999], [-2.5497, 1.3818, 0.2722], [-1.3385, 1.6090, 0.2648], [-0.5781, 0.5608, -0.0806], [1.2011, 0.4619, -0.3003], [1.9351, 1.1807, 0.9888], [1.5057, -0.9577, -0.1238], [1.5016, 1.0119, -1.5637], [0.0907, -1.8906, -0.4625], [-1.4581, -2.4371, -1.0016], [2.7394, 1.5786, 0.6187], [2.1255, 0.4303, 1.7154]], "forces_ev_per_a": [[-3.6060, 1.3334, 1.2688], [1.5435, 2.2082, -1.1432], [0.6006, -0.3624, -0.0771], [-2.7377, 0.6742, 0.9407], [2.1741, 0.6193, -1.0929], [-0.2258, -3.6673, 1.3573], [-1.5533, -2.5229, 1.1550], [-1.7478, -1.4635, 1.0178], [-0.0907, 0.7071, -0.0950], [0.8236, 1.4143, -0.5222], [2.8382, -0.6692, -0.7639], [0.1253, -0.7998, -0.3635], [2.0582, 1.1759, -0.3522], [-0.2023, 1.3528, -1.3296]]}


4.
{"formula": "C22H32NO5RuS3", "method": "wB97M-V/def2-TZVPD", "energy_ev": -70133.645, "largest_force_ev_per_a": 0.610, "s_squared": 0.756, "e_lumo_ha": [-0.2370, -0.2920], "relative_energy_ev": 0.000, "charge": 2, "spin_multiplicity": 2, "orbital_gap_ev": [7.3, 5.8], "symbols": ["Ru", "C", "O", "C", "C", "O", "C", "C", "O", "C", "H", "H", "H", "H", "H", "H", "H", "H", "H", "H", "H", "H", "H", "H", "O", "C", "O", "C", "C", "C", "C", "C", "C", "C", "C", "C", "N", "H", "H", "H", "H", "H", "H", "C", "C", "S", "C", "C", "S", "C", "C", "S", "H", "H", "H", "H", "H", "H", "H", "H", "H", "H", "H", "H"], "xyz": [[-0.4537, 0.2524, -0.1580], [-2.9467, 1.9396, -1.3909], [-1.9702, 1.7920, -0.3292], [-2.3989, 2.3883, 0.9020], [-1.2802, 2.2242, 1.8990], [-0.8498, 0.8380, 1.9438], [-1.8090, -0.0031, 2.6443], [-1.8218, -1.3267, 1.9300], [-1.9464, -1.1079, 0.5194], [-3.2676, -1.2270, -0.0356], [-3.1347, 3.0017, -1.5397], [-3.8699, 1.4322, -1.1127], [-2.5262, 1.4979, -2.2870], [-3.3328, 1.9159, 1.2181], [-2.5911, 3.4524, 0.7453], [-1.5911, 2.5439, 2.8940], [-0.4057, 2.7993, 1.6044], [-2.7896, 0.4704, 2.6267], [-1.4868, -0.1127, 3.6802], [-2.6258, -1.9664, 2.2962], [-0.8697, -1.8299, 2.0683], [-3.6552, -2.2217, 0.1809], [-3.1663, -1.1005, -1.1104], [-3.9342, -0.4706, 0.3832], [-0.1576, 1.1670, -4.0135], [-0.0246, 1.0680, -2.8286], [-0.5836, 0.1239, -2.0899], [0.8268, 2.0044, -2.0192], [1.5314, 3.0465, -2.6221], [2.3527, 3.8039, -1.8388], [2.5022, 3.4953, -0.4707], [3.3887, 4.2235, 0.3596], [3.5513, 3.8809, 1.6683], [2.8340, 2.7898, 2.2032], [1.9594, 2.0738, 1.4338], [1.7650, 2.4186, 0.0788], [0.8905, 1.7161, -0.7271], [1.4061, 3.2035, -3.6842], [2.9127, 4.6300, -2.2593], [3.9402, 5.0496, -0.0705], [4.2343, 4.4337, 2.2980], [2.9868, 2.5140, 3.2382], [1.4224, 1.2363, 1.8533], [1.2245, -3.5118, 1.5305], [2.0440, -2.2884, 1.1275], [1.5808, -0.9599, -0.0366], [1.9473, -1.5739, -1.7065], [1.1338, -2.7299, -2.2794], [-0.6325, -2.6870, -1.8967], [-0.9593, -4.4267, -1.5287], [-0.6848, -4.8579, -0.0977], [1.0721, -4.8936, 0.3762], [0.2364, -3.2667, 1.9054], [1.7702, -3.9188, 2.3855], [2.9952, -2.6170, 0.7004], [2.2941, -1.7225, 2.0282], [3.0060, -1.8368, -1.6702], [1.8609, -0.6780, -2.3197], [1.5273, -3.6706, -1.9075], [1.2674, -2.7029, -3.3619], [-0.4154, -5.0488, -2.2395], [-2.0203, -4.5692, -1.7454], [-1.0444, -5.8781, 0.0442], [-1.2186, -4.2219, 0.6101]], "forces_ev_per_a": [[0.3770, 0.4788, 0.0362], [0.0346, 0.0612, -0.0377], [0.0211, -0.0588, 0.0274], [-0.0261, 0.0536, -0.0019], [0.0157, 0.0110, 0.0390], [-0.1244, -0.0241, 0.0505], [0.0626, -0.0164, -0.0574], [-0.0420, 0.0338, 0.0096], [0.0380, -0.0675, 0.0518], [-0.0351, -0.0215, -0.0418], [0.0211, -0.0040, -0.0197], [-0.0104, 0.0096, 0.0085], [-0.0425, -0.0197, -0.0036], [-0.0016, 0.0105, 0.0208], [-0.0114, -0.0165, -0.0281], [0.0147, -0.0251, 0.0096], [-0.0089, -0.0014, 0.0092], [-0.0111, -0.0075, -0.0091], [0.0025, 0.0235, -0.0022], [0.0048, -0.0187, -0.0433], [0.0023, -0.0095, 0.0222], [0.0097, -0.0009, 0.0050], [0.0087, 0.0039, 0.0034], [0.0015, -0.0004, 0.0023], [-0.0205, 0.0054, 0.0154], [0.1136, 0.2379, -0.1029], [-0.3226, -0.3638, 0.0481], [0.0214, -0.0015, 0.0211], [-0.0752, -0.1152, -0.0740], [0.0461, 0.0729, 0.0262], [0.0020, -0.0028, -0.0066], [0.0069, 0.0046, -0.0038], [0.0085, 0.0059, 0.0210], [0.0050, 0.0147, -0.0171], [-0.0360, -0.0302, -0.0432], [-0.0839, -0.0483, -0.0860], [0.1314, 0.1228, 0.1645], [-0.0029, 0.0008, 0.0031], [0.0063, -0.0024, 0.0081], [0.0002, -0.0015, -0.0039], [0.0004, 0.0000, 0.0019], [-0.0071, -0.0081, 0.0029], [0.0319, 0.0044, 0.0386], [-0.0012, -0.0216, 0.0004], [0.0158, -0.0542, 0.0039], [-0.1379, -0.1501, 0.0152], [-0.0428, 0.0326, 0.0011], [0.0585, 0.0417, -0.0118], [-0.0968, -0.1750, -0.0370], [0.0312, -0.0385, 0.0176], [0.0623, -0.0576, -0.0029], [0.0114, 0.0519, -0.0134], [-0.0158, 0.0147, -0.0241], [-0.0170, 0.0195, 0.0174], [0.0170, 0.0250, 0.0260], [-0.0122, 0.0068, 0.0013], [0.0054, 0.0122, -0.0317], [0.0241, -0.0139, 0.0029], [-0.0092, -0.0019, 0.0084], [-0.0003, -0.0019, -0.0024], [0.0067, 0.0021, -0.0101], [0.0048, 0.0174, -0.0232], [-0.0294, 0.0118, -0.0075], [-0.0009, -0.0105, 0.0057]]}


Question: What is the formula in the third record?
Answer: C2H4N4O2S2